Entry from OMol25: C60H37IrN16O5 as an isolated structure in a non-equilibrium geometry (ωB97M-V/def2-TZVPD).

Output
E_HOMO (alpha / beta) (Eh): -0.332 / -0.364
Charge: +1
Gap between HOMO and LUMO (alpha / beta) (eV): 5.239 / 3.975
Largest force on an atom (eV Å⁻¹): 3.00
LUMO level (alpha / beta) (eV): -3.79 / -5.92
Spin multiplicity: 6

Last column: Löwdin spin population.
Geometry (Å):
Ir  -0.20604  -0.35576  0.46420  1.89
C  5.73720  -0.88056  3.23857  0.00
C  6.15366  -0.01749  2.23436  0.01
C  5.32160  0.32034  1.17216  0.00
C  4.07307  -0.26163  1.11998  0.01
C  2.91318  -0.05389  0.19038  0.02
N  2.40480  1.30683  0.21992  0.04
C  1.59804  1.39974  -0.94586  0.10
C  1.31272  0.39456  -3.09093  0.01
C  1.78638  -0.24465  -4.23292  0.00
C  1.10765  -0.10226  -5.42999  0.01
C  -0.05085  0.65775  -5.51306  0.01
C  -0.56998  1.24646  -4.37440  0.00
C  0.09666  1.11881  -3.16459  0.01
C  -0.48813  1.50836  -1.88775  0.04
N  -1.80140  1.63885  -1.76938  0.14
C  -2.41393  1.42112  -0.63689  0.05
N  -2.01052  0.57756  0.37222  0.13
C  -2.89577  0.68841  1.40938  0.17
N  -2.84333  0.00621  2.52655  0.01
C  -1.83359  -0.73489  2.91487  0.21
N  -0.54943  -0.70044  2.41387  0.09
C  0.19875  -1.65618  3.06632  0.10
N  1.47847  -1.87612  2.89012  0.09
C  2.21835  -1.32797  1.94777  0.05
N  1.81860  -0.83908  0.76625  0.10
C  3.63647  -1.09510  2.15690  0.00
C  4.46097  -1.42112  3.22126  0.01
C  -0.63039  -2.32501  4.03500  0.04
C  -0.40642  -3.39292  4.89503  0.01
C  -1.46882  -3.83707  5.66328  0.05
C  -2.73132  -3.24643  5.57592  0.01
C  -2.96818  -2.18242  4.72423  0.04
C  -1.90827  -1.72463  3.95252  0.01
C  -3.93162  1.63419  1.06118  0.01
C  -5.01354  2.15486  1.75446  0.03
C  -5.80047  3.09689  1.10959  0.00
C  -5.53496  3.48847  -0.20101  0.04
C  -4.46523  2.96732  -0.90893  0.00
C  -3.65411  2.05203  -0.25704  0.03
N  0.27332  1.67696  -0.80829  0.19
H  6.41184  -1.11077  4.04950  0.00
H  7.14244  0.41073  2.27793  0.00
H  5.65037  1.04139  0.44153  0.00
H  2.67042  -0.85846  -4.18248  0.00
H  1.48929  -0.59045  -6.31314  0.00
H  -0.56111  0.76632  -6.45677  0.00
H  -1.50117  1.78922  -4.40054  0.00
H  4.09624  -2.05648  4.01205  0.00
H  0.56010  -3.86877  4.94417  0.00
H  -1.32659  -4.66897  6.33847  0.00
H  -3.53495  -3.63897  6.18099  0.00
H  -3.94254  -1.73133  4.63635  0.00
H  -5.22247  1.83860  2.76375  0.00
H  -6.63156  3.55009  1.62847  0.00
H  -6.16859  4.22289  -0.67249  0.00
H  -4.26728  3.26013  -1.92773  0.00
C  1.60844  -5.87442  0.96157  0.00
N  0.65754  -4.79092  0.91381  0.01
C  0.80011  -3.58433  0.36922  0.01
N  -0.28404  -2.86478  0.61062  0.13
C  -1.07810  -3.69945  1.31789  0.01
N  -0.53144  -4.86873  1.51557  0.01
C  2.69717  -5.60145  1.97572  0.00
C  2.58959  -6.06459  3.28173  0.00
C  3.60930  -5.83444  4.19419  0.00
C  4.74386  -5.13666  3.82164  0.00
C  4.84672  -4.65090  2.51951  0.00
C  3.82102  -4.88338  1.60585  0.00
C  5.99559  -3.88913  2.08474  0.00
N  7.15125  -3.73238  2.66027  0.00
N  7.87778  -2.92211  1.88727  0.00
C  7.14719  -2.60192  0.85888  0.00
O  5.93628  -3.20307  0.91879  0.00
C  7.41101  -1.63018  -0.17564  0.00
C  8.62465  -0.95000  -0.24599  0.00
C  8.75834  0.09461  -1.14129  0.00
C  7.69001  0.49168  -1.93386  0.00
C  6.48211  -0.19244  -1.87675  0.01
C  5.26760  0.26483  -2.65097  0.02
N  4.18928  0.63303  -1.76005  0.26
C  3.11504  -0.25757  -1.36563  0.02
N  1.89339  0.32276  -1.84771  0.04
C  2.94830  2.24483  -0.75665  0.06
N  3.98986  1.93713  -1.54795  0.43
C  6.36266  -1.27340  -1.01998  0.00
H  2.04256  -6.00078  -0.03403  0.00
H  1.04987  -6.77162  1.23455  0.00
H  1.64771  -3.27543  -0.20636  0.00
H  -2.05093  -3.43699  1.67568  0.00
H  1.71012  -6.61687  3.57835  0.00
H  3.51908  -6.21583  5.19993  0.00
H  5.54687  -4.95077  4.51788  0.00
H  3.92919  -4.52243  0.59465  0.00
H  9.43136  -1.24315  0.40634  0.00
H  9.69815  0.61954  -1.21119  0.00
H  7.79796  1.34475  -2.58738  0.00
H  4.91976  -0.52859  -3.31856  0.00
H  5.51209  1.14905  -3.24163  0.00
H  3.26234  -1.28472  -1.69556  0.00
H  2.85960  3.28650  -0.48263  0.00
H  5.43292  -1.81675  -0.95781  0.00
O  0.92119  -2.51389  -2.30123  0.02
C  -0.16173  -1.94745  -2.35361  0.01
O  -0.61692  -1.09025  -1.53002  0.17
C  -1.11492  -2.20135  -3.49957  0.01
C  -0.92272  -3.31067  -4.31750  0.00
C  -1.78322  -3.59336  -5.37191  0.00
C  -2.81286  -2.70440  -5.59323  0.00
O  -3.77078  -2.71749  -6.55321  0.00
C  -4.56438  -1.56993  -6.34240  0.00
O  -4.07487  -0.87388  -5.21795  0.00
C  -3.00072  -1.57950  -4.77214  0.00
C  -2.17774  -1.31784  -3.70621  0.00
H  -0.08785  -3.96310  -4.11225  0.00
H  -1.65788  -4.46444  -5.99382  0.00
H  -5.60889  -1.86943  -6.17123  0.00
H  -4.51640  -0.92245  -7.23159  0.00
H  -2.33872  -0.47244  -3.05955  0.00